# 1
Entry from the Open Molecules 2025 dataset: a cluster of 9 separate species, C65H141N11O9 in total at a distorted geometry (ωB97M-V/def2-TZVPD).

XYZ file:
```
226
Properties=species:S:1:pos:R:3:lowdin_charge:R:1
C -1.8407 6.1182 2.5997 -0.05
C -0.5945 6.1200 3.4789 -0.53
C -0.5722 7.4023 4.3071 -0.02
C -0.7911 4.9007 4.3852 -0.13
C 0.4979 4.4237 5.0940 -0.18
C 1.5906 4.2252 4.0615 -0.15
C 1.8447 5.4910 3.2790 -0.51
C 2.4828 6.5675 4.1785 -0.02
C 2.8392 5.1795 2.1466 -0.03
N 0.5757 5.8839 2.6564 -0.10
O 0.6897 6.9133 1.6926 -0.02
H -2.8017 6.1013 3.1081 0.09
H -1.8601 7.0560 2.0228 0.08
H -1.7933 5.3467 1.8270 0.08
H -0.0008 7.2521 5.2293 0.07
H 0.0064 8.1811 3.8055 0.08
H -1.5739 7.7484 4.5460 0.09
H -1.5032 5.0864 5.1900 0.12
H -1.0846 4.0312 3.7884 0.11
H 0.7395 5.1344 5.8927 0.10
H 0.3028 3.4965 5.6413 0.11
H 1.3141 3.3554 3.4617 0.09
H 2.5441 3.9431 4.5272 0.13
H 3.5620 6.4064 4.2547 0.08
H 2.1987 6.4614 5.2281 0.07
H 2.2719 7.5611 3.7939 0.08
H 2.9815 5.8967 1.3463 0.07
H 2.6081 4.1844 1.7531 0.08
H 3.8172 5.0377 2.6192 0.08
H 0.3801 6.5140 0.8734 0.10
C -1.4011 -1.8659 -3.6827 -0.03
C -1.6340 -3.0206 -4.6553 -0.51
C -3.1503 -3.1398 -4.8941 -0.03
C -0.9565 -2.7356 -5.9805 -0.13
C 0.5114 -3.1873 -6.0598 -0.17
C 0.6478 -4.6149 -5.5924 -0.15
C 0.1168 -4.8915 -4.1940 -0.52
C -0.0571 -6.3951 -4.0745 -0.04
C 1.0811 -4.3468 -3.1365 -0.02
N -1.2139 -4.2979 -4.0782 -0.10
O -1.7842 -4.5473 -2.8164 -0.03
H -0.3370 -1.6630 -3.5176 0.08
H -1.8681 -0.9260 -3.9833 0.08
H -1.7939 -2.1108 -2.6926 0.06
H -3.5788 -2.2976 -5.4394 0.09
H -3.3647 -4.0677 -5.4261 0.09
H -3.6476 -3.1613 -3.9204 0.05
H -1.5304 -3.0650 -6.8488 0.12
H -0.8724 -1.6543 -6.1569 0.12
H 0.7002 -3.1521 -7.1394 0.11
H 1.2124 -2.4719 -5.6351 0.11
H 1.7371 -4.7994 -5.6221 0.13
H 0.3761 -5.3788 -6.3266 0.12
H 0.9041 -6.9049 -4.2153 0.09
H -0.6750 -6.7765 -4.8902 0.09
H -0.4670 -6.7424 -3.1268 0.08
H 2.0455 -4.8602 -3.1815 0.09
H 0.6680 -4.6172 -2.1615 0.07
H 1.2444 -3.2760 -3.2199 0.07
H -2.5904 -5.0440 -2.9950 0.10
C 5.0462 -2.5124 3.8773 -0.02
C 5.4111 -3.9442 3.4748 -0.52
C 4.8201 -4.2825 2.1151 -0.03
C 6.9192 -4.1609 3.4351 -0.14
C 7.5556 -4.0711 4.8200 -0.18
C 6.9342 -5.1007 5.7613 -0.14
C 5.3938 -5.0158 5.8225 -0.52
C 4.9537 -6.3501 6.4504 -0.04
C 4.9991 -3.8573 6.7481 -0.03
N 4.9276 -4.9334 4.4474 -0.10
O 3.5064 -5.0790 4.3643 -0.03
H 4.0487 -2.4609 4.3072 0.08
H 5.7256 -2.0519 4.5990 0.07
H 5.1555 -1.8507 3.0124 0.09
H 5.0242 -5.3473 1.9351 0.09
H 3.7391 -4.1897 2.0871 0.06
H 5.3519 -3.7712 1.3139 0.09
H 7.1687 -5.1486 3.0318 0.12
H 7.3923 -3.4473 2.7507 0.12
H 8.6317 -4.2513 4.7644 0.11
H 7.4376 -3.0487 5.1841 0.10
H 7.3079 -4.7977 6.7482 0.12
H 7.3057 -6.1070 5.5763 0.12
H 5.3274 -7.1557 5.8086 0.09
H 3.8685 -6.4638 6.4631 0.08
H 5.3954 -6.4792 7.4344 0.09
H 5.6424 -2.9820 6.6555 0.07
H 4.9409 -4.1745 7.7895 0.08
H 3.9998 -3.4821 6.5017 0.08
H 3.3962 -6.0326 4.3000 0.09
C -4.2490 4.6254 -1.4154 -0.04
C -3.1765 4.5774 -2.4954 -0.51
C -1.9584 5.4114 -2.0903 -0.02
C -2.7739 3.1001 -2.6599 -0.12
C -1.9941 2.8787 -3.9426 -0.19
C -2.8553 3.3020 -5.1233 -0.14
C -3.2974 4.7600 -5.0485 -0.53
C -2.1639 5.7011 -5.5281 -0.02
C -4.4340 4.9216 -6.0659 -0.04
N -3.8103 5.0679 -3.7346 -0.10
O -4.1004 6.4498 -3.6411 -0.01
H -5.2042 4.1860 -1.7249 0.09
H -3.9843 4.1061 -0.4948 0.06
H -4.5108 5.6618 -1.1816 0.09
H -1.1249 5.2526 -2.7753 0.05
H -2.2066 6.4579 -1.9418 0.09
H -1.5493 5.0120 -1.1507 0.08
H -2.0919 2.9146 -1.8317 0.12
H -3.6970 2.5197 -2.6825 0.12
H -1.0667 3.4598 -3.9883 0.08
H -1.6362 1.8529 -4.0625 0.10
H -3.7118 2.6263 -5.2046 0.12
H -2.2363 3.1973 -6.0196 0.12
H -2.5832 6.6811 -5.7546 0.08
H -1.6353 5.2998 -6.3915 0.08
H -1.4341 5.8783 -4.7360 0.06
H -4.0780 4.6709 -7.0629 0.09
H -4.8959 5.9046 -5.9936 0.08
H -5.2285 4.2198 -5.7862 0.08
H -5.0471 6.4777 -3.4683 0.11
C 1.0122 -2.6422 -0.0740 -0.02
C 0.8745 -1.2876 0.6135 -0.52
C 2.1095 -0.4250 0.3084 -0.02
C -0.3162 -0.5824 -0.0303 -0.14
C -0.8751 0.6025 0.7790 -0.16
C -1.2495 0.0609 2.1676 -0.14
C -0.0443 -0.5116 2.8928 -0.51
C 0.8559 0.6095 3.4405 -0.02
C -0.6197 -1.3284 4.0636 -0.03
N 0.6485 -1.4464 2.0244 -0.10
O 1.7070 -2.1113 2.6845 -0.01
H 1.7448 -3.2877 0.4232 0.08
H 0.0602 -3.1816 -0.0027 0.07
H 1.2940 -2.5878 -1.1202 0.06
H 1.9098 0.6265 0.5279 0.07
H 2.9901 -0.7271 0.8797 0.08
H 2.3862 -0.5386 -0.7374 0.08
H 0.0282 -0.2387 -1.0147 0.12
H -1.1909 -1.2076 -0.2440 0.11
H -0.1258 1.3939 0.8503 0.10
H -1.7866 0.8633 0.2430 0.09
H -2.0091 -0.7071 2.0065 0.11
H -1.6658 0.9148 2.7062 0.12
H 1.3922 1.1852 2.6913 0.06
H 1.5611 0.2036 4.1724 0.08
H 0.2290 1.2435 4.0791 0.08
H -0.9621 -2.2408 3.5766 0.04
H -1.4609 -0.8543 4.5665 0.09
H 0.1314 -1.6198 4.8002 0.09
H 1.3592 -3.0068 2.7779 0.09
C 4.1099 5.8836 -3.7908 -0.04
C 2.6412 5.4947 -3.5823 -0.52
C 2.3116 5.9532 -2.1351 -0.03
C 1.7346 6.2692 -4.5239 -0.13
C 1.6396 5.6368 -5.9273 -0.16
C 1.3002 4.1773 -5.8242 -0.15
C 2.2256 3.3472 -4.9425 -0.52
C 1.6189 1.9854 -4.6948 -0.03
C 3.5836 3.1730 -5.6471 -0.02
N 2.3921 4.0649 -3.6710 -0.10
O 3.2231 3.3482 -2.7680 -0.01
H 4.2675 6.9000 -3.4275 0.09
H 4.7785 5.1764 -3.3054 0.08
H 4.3876 5.9153 -4.8509 0.07
H 2.0802 7.0179 -2.1277 0.09
H 1.4324 5.3832 -1.8206 0.08
H 3.1454 5.7475 -1.4667 0.08
H 0.7769 6.6023 -4.1207 0.11
H 2.2712 7.2192 -4.6634 0.12
H 0.9072 6.2558 -6.4515 0.11
H 2.5964 5.8012 -6.4282 0.11
H 1.2792 3.7372 -6.8337 0.13
H 0.2467 4.0173 -5.5556 0.09
H 0.7451 2.0798 -4.0510 0.07
H 2.3335 1.2816 -4.2738 0.08
H 1.3358 1.5484 -5.6578 0.09
H 4.0478 4.0974 -5.9795 0.07
H 3.4660 2.5176 -6.5183 0.09
H 4.2870 2.6535 -4.9922 0.08
H 2.6020 2.9445 -2.1528 0.10
C -0.3851 -5.4802 4.1303 -0.02
C -1.6850 -5.4131 3.3312 -0.51
C -2.7086 -4.6019 4.1465 -0.01
C -1.3957 -4.7239 1.9960 -0.14
C -2.3704 -5.0216 0.8788 -0.18
C -2.5937 -6.5058 0.7258 -0.14
C -3.0250 -7.2007 2.0276 -0.52
C -4.5093 -6.9371 2.3088 -0.03
C -2.8266 -8.6998 1.8020 -0.04
N -2.1388 -6.7821 3.1040 -0.10
O -2.4475 -7.4321 4.3302 -0.02
H -0.1504 -4.4580 4.4431 0.08
H -0.5714 -6.0319 5.0501 0.08
H 0.4331 -5.8922 3.5446 0.08
H -3.6328 -4.4192 3.5946 0.08
H -2.9390 -5.0543 5.1090 0.08
H -2.2920 -3.6114 4.3421 0.06
H -1.2159 -3.6561 2.1383 0.10
H -0.4293 -5.1202 1.6420 0.12
H -3.3535 -4.5837 1.1091 0.11
H -2.0967 -4.5562 -0.0711 0.09
H -1.7231 -7.0167 0.3110 0.12
H -3.4148 -6.5865 0.0067 0.12
H -4.7961 -5.8824 2.2310 0.07
H -4.7747 -7.2427 3.3215 0.09
H -5.1557 -7.4208 1.5720 0.08
H -1.8400 -8.9644 1.4266 0.08
H -3.5728 -9.0680 1.0890 0.08
H -3.0524 -9.2775 2.7024 0.08
H -1.6683 -7.9823 4.4581 0.10
N -5.7176 0.0271 -1.0804 0.16
C -4.7630 -0.8505 -0.6230 -0.64
N -4.5673 -1.9737 -1.3743 0.17
O -3.9887 -0.5663 0.2845 0.01
H -5.6352 0.9690 -0.7396 0.09
H -6.5198 -0.2813 -1.5938 0.10
H -5.1437 -2.1824 -2.1645 0.09
H -3.7444 -2.4869 -1.1106 0.09
N -6.7877 2.3403 2.1293 0.14
C -5.5390 2.8911 1.9206 -0.66
N -4.5460 1.9599 1.6695 0.16
O -5.3602 4.0932 1.7823 0.01
H -6.8995 1.3500 2.2603 0.09
H -7.5308 2.8912 2.5170 0.10
H -4.7573 1.0345 1.3280 0.04
H -3.6678 2.3753 1.4173 0.09
```

Results
- SMILES = CC1(C)CCCC(C)(C)N1O.CC1(C)CCCC(C)(C)N1O.CC1(C)CCCC(C)(C)N1O.CC1(C)CCCC(C)(C)N1O.CC1(C)CCCC(C)(C)N1O.CC1(C)CCCC(C)(C)N1O.CC1(C)CCCC(C)(C)N1O.NC(N)=O.NC(N)=O

---

# 2
Entry from the Open Molecules 2025 dataset: the molecule C3H9N3S at a distorted geometry (ωB97M-V/def2-TZVPD).

XYZ file:
```
16
Properties=species:S:1:pos:R:3:lowdin_charge:R:1
C -0.7816 2.2581 0.0100 -0.14
N 0.5065 1.4688 0.0746 -0.04
C 0.4114 0.1827 -0.0153 -0.51
N -0.6797 -0.7487 -0.0979 -0.07
C -0.7785 -2.1637 0.1104 -0.14
N 1.5381 -0.6972 -0.1141 -0.42
S 3.1284 -0.0058 0.0855 0.58
H -1.1787 1.9187 -0.9323 0.05
H -1.7712 2.1989 0.7506 0.12
H -0.5105 3.3154 0.0037 0.05
H -1.5415 -0.1463 0.3626 0.18
H -1.8221 -2.6854 -0.0855 0.12
H -0.4602 -2.3698 1.1560 0.08
H 0.0558 -2.6391 -0.4804 0.07
H 1.3613 -1.4363 -0.7407 0.03
H 2.5222 1.5496 -0.0871 0.03
```

Results
- SMILES = C/N=C(\NC)NS

---

# 3
Entry from the Open Molecules 2025 dataset: a cluster of 11 separate species, C38H66O33 in total at a distorted geometry (ωB97M-V/def2-TZVPD).

XYZ file:
```
137
Properties=species:S:1:pos:R:3:lowdin_charge:R:1
C 3.7093 -1.4991 5.9395 -0.01
C 4.4169 -0.7592 4.7971 -0.30
C 4.6756 -1.6212 3.5550 -0.06
O 3.8812 -0.9529 2.5540 0.02
C 3.3708 0.1992 3.0396 -0.56
O 2.6476 0.8886 2.3855 0.16
O 3.5887 0.3142 4.3503 0.09
H 2.7540 -1.9355 5.6482 0.08
H 3.5380 -0.7677 6.7286 0.09
H 4.3433 -2.3102 6.2974 0.09
H 5.3682 -0.3531 5.1451 0.15
H 4.3482 -2.6525 3.6822 0.13
H 5.6998 -1.6234 3.1808 0.13
C -3.3312 1.3489 4.1008 -0.03
C -3.2445 1.7273 2.6583 -0.27
C -4.5974 1.7779 1.8555 -0.05
O -4.5660 3.0573 1.2280 0.09
C -3.5854 3.7857 1.7038 -0.60
O -3.3467 4.9254 1.4133 0.16
O -2.8641 3.1210 2.5992 0.08
H -3.4138 0.2728 4.2602 0.08
H -4.1666 1.8630 4.5785 0.09
H -2.4296 1.5981 4.6612 0.08
H -2.5404 1.1147 2.0932 0.13
H -5.4448 1.8703 2.5436 0.13
H -4.8048 0.9364 1.2014 0.13
C 0.5331 0.1675 0.3627 -0.01
C -0.5112 -0.1588 -0.6802 -0.29
C -1.6920 -0.9211 -0.1084 -0.10
O -2.7946 -0.3094 -0.8065 0.06
C -2.4037 0.8769 -1.3159 -0.58
O -3.1516 1.6707 -1.8222 0.15
O -1.1168 1.0567 -1.1303 0.10
H 1.2916 0.8876 0.0417 0.07
H 1.1421 -0.7169 0.5613 0.07
H 0.0657 0.6612 1.2150 0.09
H -0.0766 -0.6802 -1.5316 0.13
H -1.9005 -0.8390 0.9632 0.11
H -1.7123 -1.9775 -0.3807 0.11
C -3.6535 1.5356 -5.4317 -0.02
C -3.0852 2.6255 -6.3389 -0.25
C -3.4213 2.4429 -7.8372 -0.10
O -3.9398 3.6942 -8.2352 0.07
C -4.4297 4.3189 -7.1715 -0.58
O -5.0665 5.3273 -7.2395 0.15
O -3.9351 3.7854 -6.0301 0.07
H -2.9537 0.7068 -5.3063 0.09
H -4.6497 1.1947 -5.6960 0.09
H -3.6654 2.0554 -4.4713 0.08
H -2.0522 2.8731 -6.1014 0.14
H -4.1335 1.6266 -7.9748 0.13
H -2.5505 2.2384 -8.4612 0.13
C 6.4369 2.7404 2.9414 -0.01
C 6.3139 2.5369 1.4424 -0.29
C 6.2285 1.0641 1.0235 -0.06
O 5.1738 1.1230 0.0431 0.06
C 4.4097 2.2074 0.2438 -0.58
O 3.3118 2.3764 -0.1820 0.16
O 5.0550 3.0901 1.0328 0.09
H 7.4656 2.6015 3.2985 0.09
H 5.8897 1.9475 3.4564 0.07
H 6.2146 3.7241 3.3488 0.09
H 7.1156 3.0672 0.9276 0.15
H 5.9269 0.3472 1.7828 0.11
H 7.1038 0.7801 0.4441 0.14
C -3.9982 -3.9242 0.5616 -0.04
O -5.2394 -3.8368 -0.1269 0.01
C -6.0991 -4.8486 0.0058 -0.63
O -5.9126 -5.8688 0.6169 0.13
O -7.1906 -4.5199 -0.6412 0.01
C -8.2731 -5.4431 -0.6808 -0.03
H -4.1371 -4.1254 1.6198 0.10
H -3.5720 -2.9220 0.4942 0.07
H -3.2682 -4.5278 0.0249 0.10
H -8.5434 -5.7769 0.3213 0.10
H -7.8617 -6.3265 -1.1792 0.10
H -9.1338 -5.0712 -1.2213 0.09
C 3.0607 -3.1836 0.4784 -0.02
O 3.3002 -4.0499 1.5951 0.01
C 3.2042 -5.3609 1.4648 -0.62
O 3.4060 -6.1454 2.3427 0.15
O 2.8940 -5.7101 0.2082 -0.04
C 3.0016 -7.0828 -0.1353 -0.04
H 2.0553 -3.2773 0.0766 0.08
H 3.7935 -3.4833 -0.2747 0.11
H 3.3075 -2.1639 0.7572 0.08
H 3.9844 -7.5015 0.0958 0.10
H 3.0020 -7.1043 -1.2244 0.10
H 2.2303 -7.6778 0.3450 0.10
C 2.6441 -1.6824 -2.8048 -0.03
O 2.2691 -3.0119 -3.1018 0.02
C 1.1855 -3.4917 -2.5088 -0.61
O 0.4614 -2.8854 -1.7723 0.12
O 1.1106 -4.7752 -2.8603 0.01
C -0.0962 -5.4665 -2.6224 -0.04
H 2.6827 -1.5300 -1.7239 0.08
H 2.0022 -0.9055 -3.2265 0.10
H 3.6326 -1.5140 -3.2263 0.10
H -0.2510 -6.1959 -3.4210 0.10
H -0.9649 -4.8142 -2.7168 0.10
H -0.0846 -6.0562 -1.7068 0.09
C -0.0718 3.8186 -2.4227 -0.04
O 0.2227 2.7413 -3.2937 0.02
C 0.6617 2.9823 -4.5160 -0.62
O 0.8726 4.0754 -4.9845 0.12
O 0.6563 1.8566 -5.2158 -0.01
C 1.2132 1.8265 -6.4934 -0.07
H 0.7212 4.5662 -2.3866 0.10
H -0.2905 3.4857 -1.4144 0.08
H -0.9473 4.4149 -2.6931 0.10
H 0.9326 2.7006 -7.0858 0.10
H 0.8441 0.9710 -7.0618 0.09
H 2.3002 1.7184 -6.5064 0.10
C 0.1580 -0.1924 5.9543 -0.03
O 0.2562 -1.4701 5.3316 0.00
C -0.3912 -1.6435 4.1920 -0.61
O -1.1163 -0.8204 3.6748 0.11
O -0.2029 -2.8745 3.7619 0.03
C -0.4937 -3.1361 2.3929 -0.02
H 0.6194 -0.3120 6.9278 0.10
H -0.8825 0.1319 5.9965 0.09
H 0.6435 0.6133 5.3986 0.10
H -1.5630 -3.3275 2.3227 0.09
H 0.0981 -4.0208 2.1524 0.10
H -0.1543 -2.4251 1.6401 0.08
C 0.3896 4.2219 2.3292 -0.03
O -0.2270 4.6741 1.1346 -0.02
C -0.3314 5.9765 0.8710 -0.63
O -0.1174 6.8675 1.6425 0.14
O -0.7110 6.0608 -0.3916 -0.02
C -0.9841 7.3520 -0.9243 -0.02
H -0.3070 4.4609 3.1379 0.09
H 1.3203 4.7495 2.5340 0.10
H 0.5286 3.1470 2.2973 0.08
H -0.9135 7.2608 -2.0059 0.09
H -0.1792 8.0404 -0.6556 0.10
H -1.9458 7.6949 -0.5499 0.10
```

Results
- SMILES = C[C@H]1COC(=O)O1.C[C@H]1COC(=O)O1.C[C@H]1COC(=O)O1.C[C@H]1COC(=O)O1.C[C@H]1COC(=O)O1.COC(=O)OC.COC(=O)OC.COC(=O)OC.COC(=O)OC.COC(=O)OC.COC(=O)OC

---

# 4
Entry from the Open Molecules 2025 dataset: a structure of composition C7H13N3 at a distorted geometry (ωB97M-V/def2-TZVPD).

XYZ file:
```
23
Properties=species:S:1:pos:R:3:lowdin_charge:R:1
C 1.9915 1.1929 0.6358 -0.23
C 1.0277 1.1883 -0.6047 -0.19
C -0.2598 0.4845 -0.0427 -0.44
C -0.0185 -1.0207 0.0039 -0.19
C -1.5401 -1.5118 0.5550 -0.17
C -2.3947 -0.3643 0.0242 -0.27
C -1.5149 0.5637 -0.8788 -0.18
H 1.1965 1.3301 1.6985 0.18
H 2.9995 2.0920 0.9196 0.17
H 0.5331 2.2563 -0.6840 0.12
H 1.3677 1.0020 -1.7564 0.16
H -0.5288 0.8706 0.9528 0.12
H 0.2446 -1.3505 -1.0494 0.12
H 0.6691 -1.5025 0.7418 0.09
H -1.8968 -2.6101 0.2485 0.12
H -1.3752 -1.4175 1.9383 0.18
H -2.7267 0.4080 0.9020 0.14
H -3.3764 -0.7063 -0.4364 0.11
H -1.4376 0.0196 -1.7924 0.10
H -1.8539 1.6058 -1.0166 0.12
N 3.2162 -1.6719 -0.8747 0.19
N 2.9890 -0.7594 -0.2318 -0.25
N 2.6887 -0.0988 0.7473 -0.02
```

---

Calculated values (eV) of HOMO energy for the records, taken in order: -7.9; -8.1; -9.9; -9.1.
Calculated values (hartree) of total energy for the records, taken in order: -3840.4861; -682.0294; -3970.5488; -438.5533.
Calculated values (eV) of LUMO energy for the records, taken in order: 0.121; 0.720; 0.034; 0.748.